# 1
Entry from OMol25: a cluster of 16 separate species, C4H39N2O15 in total (ωB97M-V with the def2-TZVPD basis set).

ΔE to the lowest compared entry with this formula, charge and spin ... 2.248 eV
Molecular weight ... 355.36 g/mol
Net charge ... -1
Energy ... -1413.86884 hartree
Frontier orbital gap ... 8.86 eV
HOMO ... -6.46 eV

The geometry in XYZ format:
```
60
Properties=species:S:1:pos:R:3:forces:R:3
C -0.910 -0.536 1.565 -0.258 -2.124 -0.703
C -0.096 -1.278 2.650 -1.167 -1.835 0.183
C -0.121 -0.546 3.931 1.160 -0.378 1.436
O 0.898 -0.331 4.571 -0.903 0.082 -0.379
N -0.014 -0.328 0.437 0.080 -0.415 -0.427
C -0.110 -1.534 -0.442 -0.168 0.720 -1.101
N 0.554 -2.755 -0.001 1.413 1.408 0.603
H -1.765 -1.246 1.154 1.212 1.848 1.382
H -1.278 0.342 2.085 -0.331 0.506 -0.797
H -0.693 -2.272 2.816 1.437 1.397 0.048
H 0.968 -1.462 2.387 -1.053 0.114 -0.007
H -0.993 3.579 1.492 -0.345 0.272 -0.203
H -1.107 -0.286 4.374 0.086 0.219 -0.314
H -0.201 0.541 -0.071 -0.380 -0.579 0.037
H -1.191 -1.768 -0.600 0.901 0.187 -0.357
H 0.438 -1.249 -1.401 -1.067 -0.132 0.845
H -0.008 -3.363 0.643 1.355 1.264 -0.392
H 1.496 -2.337 0.350 -2.157 -1.961 -0.004
H 2.520 -3.336 2.128 0.202 0.078 -0.069
H 1.580 -3.290 3.339 0.127 0.002 -0.122
O 1.807 -3.810 2.559 -0.106 -0.352 0.313
H 3.109 -3.054 -1.207 0.202 0.403 -0.101
H 4.413 -2.196 -0.805 -0.927 -0.553 -0.312
O 3.904 -3.019 -0.663 0.590 0.177 0.468
H -3.494 -0.258 -0.155 -0.165 -0.997 0.233
H -3.193 -1.436 -1.029 -0.210 0.110 0.515
O -3.460 -1.246 -0.105 -0.124 0.816 -0.846
H 2.522 3.820 1.176 1.181 -0.909 -0.293
H 3.509 2.616 0.878 -0.327 0.403 0.270
O 3.467 3.556 1.113 0.803 0.772 0.584
H -2.083 1.111 -1.797 0.039 -0.800 0.540
H -2.680 0.494 -3.093 0.221 -0.580 0.677
O -2.331 0.213 -2.219 -0.440 1.263 -1.146
H -4.039 2.546 0.853 -0.253 0.438 0.023
H -2.749 1.814 0.441 -0.176 0.209 -0.732
O -3.688 1.672 0.711 0.848 -0.285 -0.220
H 4.160 1.042 -0.665 0.940 -0.542 -0.816
H 4.745 0.047 0.571 1.209 0.084 -0.538
O 4.098 0.600 0.168 -1.684 0.477 2.224
H -3.388 1.098 2.366 -0.407 -0.176 -0.411
H -3.920 -0.228 2.942 0.014 -0.431 -0.336
O -3.868 0.708 3.105 0.059 0.262 1.373
H 0.329 0.818 -4.299 -0.255 0.099 0.259
H -0.867 -0.134 -4.757 2.177 1.962 -0.874
O -0.171 0.567 -5.087 -2.043 -2.092 0.511
H 1.450 1.963 0.142 0.204 0.828 0.360
H 0.348 2.977 0.226 -0.196 -0.020 -0.187
O 1.311 2.924 0.322 -1.425 -1.434 -0.826
H -1.002 -1.167 -2.958 -1.677 -0.525 -0.561
H -0.903 -2.579 -3.328 -0.334 -0.503 -0.428
O -1.535 -1.859 -3.454 1.928 0.558 0.771
H 1.917 0.465 -2.153 0.303 0.721 -0.407
H 2.370 -0.675 -1.437 0.952 0.161 0.411
O 2.774 0.125 -1.817 -1.488 -0.909 -0.784
H -1.380 3.653 0.845 0.229 -0.052 0.548
H -1.595 2.858 -1.364 -0.072 0.767 -0.232
O -1.397 2.092 -0.837 0.110 -0.423 0.503
H -0.203 1.484 -1.869 -0.170 1.130 0.583
H 1.175 2.283 -2.256 -0.584 0.214 0.522
O 0.570 1.567 -2.471 0.910 -0.943 -1.295
```
Positions in Å, forces in eV/Å.



# 2
Entry from OMol25: a cluster of 16 separate species, C4H39NO16 in total (ωB97M-V with the def2-TZVPD basis set).

ΔE to the lowest compared entry with this formula, charge and spin ... 4.911 eV
Molecular weight ... 357.35 g/mol
Energy ... -1434.31896 hartree
Frontier orbital gap ... 10.04 eV
HOMO ... -9.91 eV

The geometry in XYZ format:
```
60
Properties=species:S:1:pos:R:3:forces:R:3
C 0.760 -1.126 -0.473 0.812 -1.095 -1.055
C 1.735 0.003 -0.153 -1.673 0.489 0.577
N 1.016 1.296 -0.117 0.987 -0.357 0.849
C 1.987 2.329 0.288 -1.869 0.063 0.080
C 1.186 3.639 0.379 1.301 0.814 0.584
O 0.771 4.326 -0.515 -0.119 -0.449 -0.517
H -0.285 -0.947 -0.688 -0.155 0.841 0.394
H 0.823 -1.886 0.289 -0.618 0.175 0.223
H 1.098 -1.643 -1.378 0.047 -0.066 0.146
H 2.509 0.118 -0.908 0.051 -0.177 0.180
H 2.131 -0.202 0.859 0.389 0.042 -0.573
H 0.249 1.221 0.544 0.230 0.115 0.246
H 2.383 2.214 1.324 0.116 0.016 -1.071
H 2.775 2.254 -0.457 0.203 0.648 0.068
H 1.067 3.980 1.419 -0.103 0.038 -0.142
H -0.869 -1.017 -3.833 -0.137 0.104 -0.099
H -2.577 -0.825 2.291 -0.199 -0.904 0.328
O -2.514 -1.112 3.244 0.169 1.012 -0.843
H 1.833 -2.920 0.821 -0.205 -0.160 0.579
H 2.716 -4.141 1.097 -0.157 0.054 0.091
O 2.580 -3.410 0.488 1.154 -0.007 -0.583
H 0.516 3.178 -2.336 0.118 -0.113 -0.478
H -0.217 2.263 -1.483 0.479 -0.815 -0.466
O 0.023 2.346 -2.426 -0.357 0.790 0.328
H -3.301 -1.134 -1.812 0.339 0.107 -0.401
H -1.976 -0.328 3.433 0.036 -0.223 1.006
O -3.372 -0.183 -1.722 -1.003 0.597 0.534
H 2.286 -0.081 2.965 0.069 0.230 -0.660
H 2.557 1.475 2.551 0.357 -1.160 0.197
O 2.238 0.847 3.213 -0.407 0.785 0.998
H -4.032 2.385 0.469 -0.034 -0.018 0.086
H -2.780 2.977 -0.081 -0.129 -0.440 0.165
O -3.106 2.512 0.710 -0.102 0.357 -0.026
H -0.648 3.127 3.109 0.365 -0.219 0.422
H 0.496 2.017 2.767 -0.020 0.005 1.014
O -0.285 2.500 2.483 -0.519 -0.370 -1.143
H -0.479 -1.833 2.687 -0.023 0.095 0.144
H 0.468 -1.318 3.801 -0.253 -0.131 0.086
O 0.350 -1.355 2.849 0.367 0.006 -0.345
H 1.378 -1.113 -3.109 -0.197 -0.154 0.042
H 1.981 -0.955 -4.428 -0.181 -0.188 -0.406
O 1.179 -1.324 -4.032 0.617 0.277 0.220
H -2.533 1.900 -2.534 -0.268 -0.040 -0.271
H -1.840 3.077 -2.006 -0.283 0.204 -0.390
O -2.733 2.697 -2.042 0.440 0.512 0.145
H 3.065 -2.280 -2.167 0.087 -0.186 -0.089
H 3.880 -1.290 -1.392 0.160 -0.023 -0.024
O 3.513 -1.433 -2.271 0.032 -0.110 0.036
H -0.654 -4.239 0.858 0.248 0.064 -0.250
H 0.722 -4.434 0.064 -0.278 0.115 -0.334
O 0.250 -4.593 0.880 -0.287 -0.382 0.679
H -0.493 0.220 -3.081 -0.209 0.217 -0.098
H -2.710 0.232 -2.293 -0.070 -1.247 0.098
O -1.270 -0.319 -3.297 0.610 0.105 -0.084
H -1.604 0.668 0.975 0.385 -0.286 0.323
H -2.927 0.358 0.605 -0.035 -0.568 -0.543
O -2.110 -0.141 0.801 -0.351 1.185 0.018
H -2.241 -2.644 0.163 -0.282 0.267 0.161
H -2.888 -2.952 1.561 -0.130 0.119 -0.082
O -2.078 -2.984 1.046 0.483 -0.562 -0.072
```
Positions in Å, forces in eV/Å.



# 3
Entry from OMol25: a structure of composition C4H3AgMgO (ωB97M-V with the def2-TZVPD basis set).

⟨S²⟩ ... 0.756
Multiplicity ... 2
Molecular weight ... 199.24 g/mol
Net charge ... -1
Energy ... -576.31465 hartree
Frontier orbital gap (spin up / spin down) ... 4.20 / 5.70 eV
HOMO (spin up / spin down) ... -1.90 / -3.32 eV

The geometry in XYZ format:
```
10
Properties=species:S:1:pos:R:3:forces:R:3
H 1.911 -0.135 1.234 -0.508 -0.069 -0.076
O 1.111 1.607 0.402 -0.320 0.252 0.222
C 1.333 0.220 0.352 -0.041 0.293 -1.251
C 0.029 -0.573 0.262 -1.517 -0.274 -1.106
H 1.983 -0.015 -0.526 -0.145 0.138 0.235
H 0.219 -1.656 0.365 -0.275 0.407 -0.275
Mg -0.812 1.604 0.417 0.159 -1.899 -0.662
Ag -2.624 -0.948 0.539 0.735 0.883 -0.380
C -2.100 0.255 -1.688 0.021 0.074 0.202
C -1.050 -0.359 -1.357 1.891 0.197 3.093
```
Positions in Å, forces in eV/Å.



# 4
Entry from OMol25: a structure of composition C4H3AgO6 (ωB97M-V with the def2-TZVPD basis set).

ΔE to the lowest compared entry with this formula, charge and spin ... 0.598 eV
Molecular weight ... 254.93 g/mol
Energy ... -752.48062 hartree
Frontier orbital gap ... 5.96 eV
HOMO ... -7.94 eV

The geometry in XYZ format:
```
14
Properties=species:S:1:pos:R:3:forces:R:3
O 3.142 0.572 1.381 0.620 -2.473 0.494
C 2.106 1.171 0.874 -1.252 0.091 -0.283
O -0.141 1.767 1.492 -0.153 0.527 -0.122
C -0.792 0.696 0.993 0.209 -1.664 0.055
C 1.165 1.529 1.970 0.665 0.162 0.694
O -0.249 -0.436 1.044 -0.021 -0.033 0.060
O -1.943 0.895 0.547 -1.118 -0.078 -0.294
H 1.172 0.800 2.795 -0.119 0.057 -0.237
H 1.531 2.487 2.380 -0.191 -0.100 -0.100
Ag -2.733 -1.413 0.200 1.215 1.510 0.376
O 5.150 -0.232 0.737 0.625 -1.348 1.228
C 3.912 -0.130 0.330 -0.920 6.507 -2.539
O 3.542 0.130 -0.789 0.808 -2.957 0.756
H 5.754 -0.300 -0.018 -0.368 -0.201 -0.088
```
Positions in Å, forces in eV/Å.



# 5
Entry from OMol25: a structure of composition C4H3AgO6 (ωB97M-V with the def2-TZVPD basis set).

ΔE to the lowest compared entry with this formula, charge and spin ... 0.000 eV
⟨S²⟩ ... 0.755
Multiplicity ... 2
Molecular weight ... 254.93 g/mol
Net charge ... +1
Energy ... -752.13421 hartree
Frontier orbital gap (spin up / spin down) ... 5.71 / 4.31 eV
HOMO (spin up / spin down) ... -12.18 / -12.18 eV

The geometry in XYZ format:
```
14
Properties=species:S:1:pos:R:3:forces:R:3
O 0.921 1.272 0.619 -2.788 -1.984 0.367
C 0.437 0.144 0.605 5.624 4.760 -0.350
O -1.275 -0.979 -0.721 1.964 -1.327 0.049
C -2.294 -0.147 -0.803 -2.641 1.190 -0.096
C 0.035 -0.435 -0.725 -2.182 -1.946 -0.585
O -2.129 1.108 -0.855 3.522 -0.677 0.166
O -3.460 -0.632 -0.803 2.274 -2.544 0.106
H 0.144 0.313 -1.520 0.020 0.318 0.747
H 0.716 -1.270 -0.939 -0.135 0.096 0.274
Ag -4.180 1.279 -0.872 -4.189 3.108 -0.177
O 3.545 0.194 1.569 -1.345 1.854 1.520
C 2.306 0.357 1.904 1.970 -3.152 -2.073
O 1.537 -0.634 1.557 -1.998 0.566 0.067
H 3.696 -0.571 0.984 -0.095 -0.262 -0.015
```
Positions in Å, forces in eV/Å.



# 6
Entry from OMol25: a structure of composition C4H3AsN2ReS6 (ωB97M-V with the def2-TZVPD basis set).

Molecular weight ... 532.61 g/mol
Net charge ... +3
Energy ... -4965.76940 hartree
Frontier orbital gap ... 5.18 eV
HOMO ... -18.99 eV

The geometry in XYZ format:
```
17
Properties=species:S:1:pos:R:3:forces:R:3
Re -0.171 0.324 -0.601 0.293 -1.364 -2.738
S 1.460 -2.670 -4.703 -0.279 0.498 0.457
As 1.049 -1.898 -2.715 0.291 -0.564 -0.176
S -0.965 -1.574 -1.557 1.193 1.450 0.494
S 1.848 -0.021 -1.586 -1.738 -0.128 0.398
S 2.079 -3.791 -2.942 -0.233 0.444 0.331
S -0.133 -0.766 3.793 -0.008 0.076 -0.469
C -0.022 0.918 3.442 0.042 -0.110 -0.064
C 0.021 1.118 2.111 0.006 0.276 0.302
N -0.044 -0.062 1.367 -0.223 0.458 -0.232
C -0.133 -1.140 2.161 0.030 -0.244 0.501
H 0.011 1.667 4.220 0.015 -0.051 0.035
H 0.110 2.082 1.619 -0.009 -0.014 0.031
H -0.202 -2.153 1.792 -0.010 0.030 -0.036
S -2.334 3.764 -2.712 0.599 -0.964 0.529
C -1.595 2.588 -2.084 -0.884 1.416 -0.862
N -0.982 1.614 -1.604 0.918 -1.206 1.499
```
Positions in Å, forces in eV/Å.



# 7
Entry from OMol25: a structure of composition C4H3BiLiO (ωB97M-V with the def2-TZVPD basis set).

ΔE to the lowest compared entry with this formula, charge and spin ... 4.157 eV
⟨S²⟩ ... 0.770
Multiplicity ... 2
Molecular weight ... 282.99 g/mol
Net charge ... +2
Energy ... -450.60460 hartree
Frontier orbital gap (spin up / spin down) ... 5.50 / 5.50 eV
HOMO (spin up / spin down) ... -16.76 / -16.77 eV

The geometry in XYZ format:
```
10
Properties=species:S:1:pos:R:3:forces:R:3
C 0.531 0.453 2.757 0.217 1.419 0.461
C 0.483 -0.782 2.797 -0.882 -2.798 -3.217
H 0.232 -1.540 1.915 0.696 1.263 2.866
Li -0.587 1.878 -2.374 -0.013 0.244 -0.030
O 0.027 -1.371 -1.293 0.644 0.136 0.967
C -0.170 -0.384 -0.684 -1.420 0.670 -1.087
C -0.578 0.822 -0.312 2.233 0.595 1.945
Bi 1.502 -1.407 -3.218 0.072 -0.126 -0.235
H -1.619 0.924 0.006 -0.039 -0.152 -0.156
H 0.180 1.407 0.407 -1.510 -1.252 -1.517
```
Positions in Å, forces in eV/Å.



# 8
Entry from OMol25: a cluster of 2 separate species, C4H3Br in total (ωB97M-V with the def2-TZVPD basis set).

ΔE to the lowest compared entry with this formula, charge and spin ... 6.601 eV
Molecular weight ... 130.97 g/mol
Energy ... -2727.87979 hartree
Frontier orbital gap (spin up / spin down) ... 7.83 / 6.97 eV
HOMO (spin up / spin down) ... -8.63 / -8.22 eV

The geometry in XYZ format:
```
8
Properties=species:S:1:pos:R:3:forces:R:3
C 0.104 0.232 0.043 0.735 0.970 -0.081
C 2.603 1.062 -0.274 -1.473 0.518 -0.049
C -0.997 -0.746 -0.078 -0.245 -0.284 0.074
C -1.040 0.792 0.198 0.830 -0.458 -0.056
Br 3.545 -0.401 0.049 0.542 -0.869 0.181
H -1.307 -1.102 -1.053 -0.059 -0.066 -0.120
H -1.199 -1.434 0.737 -0.033 -0.054 0.020
H -1.709 1.597 0.377 -0.298 0.243 0.031
```
Positions in Å, forces in eV/Å.



Number 1: F_max 3.06 eV Å⁻¹. Number 2: F_max 1.87 eV Å⁻¹. Number 3: F_max 3.63 eV Å⁻¹. Number 4: F_max 7.05 eV Å⁻¹. Number 5: F_max 7.38 eV Å⁻¹. Number 6: F_max 3.07 eV Å⁻¹. Number 7: F_max 4.35 eV Å⁻¹. Number 8: F_max 1.56 eV Å⁻¹.